{
  "formula": "C46H85GaIN10O2S",
  "method": "ωB97M-V/def2-TZVPD",
  "e_tot_ha": -5122.44935,
  "spin_multiplicity": 1,
  "charge": -1,
  "mol_weight_g_mol": 1038.95,
  "e_lumo_ev": 1.76,
  "symbols": ["I", "Ga", "S", "O", "O", "N", "N", "N", "N", "N", "N", "N", "N", "N", "N", "C", "C", "C", "C", "C", "C", "C", "C", "C", "C", "C", "C", "C", "C", "C", "C", "C", "C", "C", "C", "C", "C", "C", "C", "C", "C", "C", "C", "C", "C", "C", "C", "C", "C", "C", "C", "C", "C", "C", "C", "C", "C", "C", "C", "C", "C", "H", "H", "H", "H", "H", "H", "H", "H", "H", "H", "H", "H", "H", "H", "H", "H", "H", "H", "H", "H", "H", "H", "H", "H", "H", "H", "H", "H", "H", "H", "H", "H", "H", "H", "H", "H", "H", "H", "H", "H", "H", "H", "H", "H", "H", "H", "H", "H", "H", "H", "H", "H", "H", "H", "H", "H", "H", "H", "H", "H", "H", "H", "H", "H", "H", "H", "H", "H", "H", "H", "H", "H", "H", "H", "H", "H", "H", "H", "H", "H", "H", "H", "H", "H", "H"],
  "xyz": [[0.746, -4.944, 2.484], [-0.275, -4.913, 0.039], [-3.301, -5.043, 1.390], [2.676, 0.358, 2.826], [0.895, 0.257, 1.445], [2.285, -4.800, 4.933], [3.294, -2.211, -4.633], [1.265, -7.138, -1.354], [3.795, -2.129, -1.168], [-2.678, 5.810, 6.593], [1.435, -0.315, -6.513], [-3.299, -1.578, -2.109], [5.003, 4.112, -5.038], [-4.115, 2.184, 3.850], [-7.985, 7.388, 4.075], [-2.710, -3.696, 3.787], [-7.624, 6.957, 3.075], [-5.851, 7.105, 1.354], [-5.254, -3.281, -1.831], [4.810, -1.847, -7.660], [1.457, 0.250, 0.101], [4.657, -2.452, -1.852], [5.362, -3.966, 6.299], [0.901, -2.208, 0.008], [0.567, 0.062, -4.086], [3.399, 6.645, -3.293], [5.753, -2.889, -2.710], [-7.150, 6.422, 1.800], [3.068, 7.284, -4.636], [-2.245, -4.384, 0.049], [-0.084, -6.714, -0.891], [-1.317, 3.734, 2.435], [-2.445, 4.135, 3.395], [-4.161, -2.326, -1.992], [4.114, -4.708, 6.792], [4.295, -0.416, -7.575], [6.008, -4.639, 5.095], [0.868, -0.873, -0.730], [0.670, -3.409, -0.917], [3.090, -4.770, 5.750], [2.076, 2.056, -3.642], [-6.367, 6.498, 6.919], [4.922, 4.951, -4.261], [-3.373, 3.035, 3.641], [2.349, -6.735, -0.463], [0.648, 1.524, -3.640], [-6.610, -2.652, -2.164], [4.795, 6.011, -3.263], [-0.458, 2.588, 2.954], [3.472, -2.521, -5.723], [5.859, -5.187, -1.619], [5.719, -4.406, -2.920], [1.734, -0.249, 2.387], [-6.075, 5.271, 6.068], [-3.522, -3.615, 2.487], [-6.010, 8.606, 1.151], [-3.652, 5.204, 6.584], [-4.895, 4.432, 6.568], [1.064, -0.129, -5.443], [-6.946, -1.468, -1.264], [3.759, -2.831, -7.124], [-6.616, -2.330, -3.207], [-7.229, 7.028, 6.520], [-6.995, 5.349, 1.919], [5.329, -4.656, 4.242], [-5.233, -3.642, -0.798], [-5.077, 4.065, 7.579], [-2.035, 4.456, 4.353], [-7.930, -1.066, -1.508], [-0.690, 4.611, 2.265], [6.793, -4.937, -1.110], [-7.934, 6.567, 1.055], [-6.952, -1.764, -0.214], [1.269, -8.151, -1.315], [1.161, -0.571, -3.425], [-5.072, 6.919, 2.097], [4.109, -3.863, -7.186], [-6.285, 9.105, 2.081], [2.233, -7.080, 0.570], [-4.585, -3.573, 2.728], [2.502, -5.657, -0.487], [5.057, -2.097, -8.693], [6.906, -4.101, 4.791], [-6.220, -0.663, -1.386], [-5.075, 9.047, 0.805], [2.105, 3.087, -3.284], [4.998, 5.580, -2.283], [3.796, 8.055, -4.895], [1.460, -1.259, 2.725], [5.031, -4.978, -0.941], [-6.583, 6.227, 7.956], [4.088, -0.156, -6.538], [-4.748, 3.567, 5.919], [6.529, -4.680, -3.601], [4.781, -4.678, -3.409], [3.376, -0.292, -8.142], [-3.252, -3.223, 4.609], [3.687, -4.205, 7.661], [5.093, -2.940, 6.041], [-5.876, 5.589, 5.043], [6.292, -5.668, 5.326], [4.369, -5.728, 7.086], [-1.745, 3.452, 1.470], [-7.381, -3.418, -2.061], [-0.462, -0.300, -4.051], [-0.562, -7.495, -0.283], [-5.053, -4.134, -2.480], [2.543, 0.182, 0.171], [0.024, 2.141, -4.290], [-5.524, 7.191, 6.919], [5.660, -2.368, -3.662], [1.595, -3.732, -1.400], [1.225, 1.226, -0.334], [-0.171, -0.620, -0.959], [1.465, -0.957, -1.640], [-6.779, 8.823, 0.406], [1.858, -2.342, 0.515], [3.058, 6.541, -5.435], [3.275, -7.193, -0.834], [-2.364, -3.301, 0.046], [-5.521, 6.642, 0.423], [-3.018, 4.968, 2.982], [2.710, 1.454, -2.989], [6.696, -2.588, -2.248], [-0.708, -6.624, -1.790], [-1.778, -3.142, 3.676], [-0.008, 2.841, 3.916], [-3.254, -2.716, 1.934], [2.834, -2.752, -7.697], [2.082, 7.748, -4.606], [0.107, -2.202, 0.761], [0.001, -3.092, -1.730], [0.231, 1.600, -2.634], [5.560, 6.764, -3.463], [6.081, -3.911, 7.120], [2.512, 2.047, -4.642], [2.653, 5.884, -3.057], [5.731, -1.954, -7.081], [5.857, -6.260, -1.813], [0.343, 2.365, 2.255], [5.030, 0.298, -7.951], [-1.042, 1.675, 3.076], [-6.958, 4.631, 6.038], [-2.431, -4.719, 4.024], [-2.704, -4.781, -0.862], [3.346, 7.399, -2.506]],
  "lowdin_charge": [0.40, 0.06, 0.71, 0.08, -0.09, 0.03, 0.20, -0.20, 0.22, 0.15, 0.17, 0.16, 0.15, 0.15, 0.17, -0.20, -0.23, -0.26, -0.19, -0.26, -0.17, -0.22, -0.27, -0.35, -0.18, -0.26, -0.20, -0.18, -0.11, -0.58, -0.31, -0.25, -0.19, -0.25, -0.19, -0.13, -0.11, -0.21, -0.28, -0.22, -0.11, -0.12, -0.24, -0.24, -0.21, -0.25, -0.26, -0.19, -0.10, -0.22, -0.11, -0.26, -0.34, -0.27, -0.56, -0.11, -0.24, -0.18, -0.22, -0.11, -0.18, 0.11, 0.04, 0.12, 0.08, 0.11, 0.12, 0.09, 0.07, 0.11, 0.07, 0.12, 0.08, 0.07, 0.08, 0.10, 0.11, 0.07, 0.04, 0.04, 0.04, 0.10, 0.07, 0.07, 0.07, 0.06, 0.12, 0.07, 0.14, 0.07, 0.07, 0.05, 0.08, 0.10, 0.11, 0.05, 0.06, 0.11, 0.11, 0.09, 0.07, 0.12, 0.11, 0.10, 0.12, 0.04, 0.12, 0.11, 0.11, 0.07, 0.09, 0.03, 0.11, 0.12, 0.07, 0.08, 0.07, 0.07, 0.06, -0.01, 0.11, 0.11, 0.08, 0.12, 0.03, 0.03, 0.08, 0.06, 0.12, 0.07, 0.07, 0.05, 0.10, 0.12, 0.10, 0.06, 0.10, 0.11, 0.07, 0.06, 0.07, 0.08, 0.11, 0.04, -0.01, 0.11]
}

{
  "formula": "C2HO4Pr",
  "method": "ωB97M-V/def2-TZVPD",
  "e_tot_ha": -894.57885,
  "spin_multiplicity": 4,
  "charge": 1,
  "s2": 3.75,
  "mol_weight_g_mol": 229.93,
  "e_lumo_ev": [-4.96, -5.02],
  "symbols": ["Pr", "O", "O", "O", "O", "C", "C", "H"],
  "xyz": [[0.458, 1.156, -1.118], [-2.001, 0.919, -0.165], [-0.770, -0.883, -0.289], [1.259, 0.344, 1.495], [0.477, -1.086, 3.134], [-1.904, -0.327, -0.138], [0.816, -0.492, 2.198], [-2.797, -0.970, -0.034]],
  "nbo_charge": [1.84, -0.79, -0.86, -0.64, -0.41, 0.64, 1.07, 0.14]
}

{
  "formula": "C35H83F6N4O13",
  "method": "ωB97M-V/def2-TZVPD",
  "e_tot_ha": -3179.06032,
  "spin_multiplicity": 1,
  "charge": 1,
  "mol_weight_g_mol": 882.05,
  "e_lumo_ev": -3.12,
  "symbols": ["F", "F", "F", "F", "F", "F", "O", "O", "O", "O", "O", "O", "O", "O", "O", "O", "O", "O", "O", "N", "N", "N", "N", "C", "C", "C", "C", "C", "C", "C", "C", "C", "C", "C", "C", "C", "C", "C", "C", "C", "C", "C", "C", "C", "C", "C", "C", "C", "C", "C", "C", "C", "C", "C", "C", "C", "C", "C", "H", "H", "H", "H", "H", "H", "H", "H", "H", "H", "H", "H", "H", "H", "H", "H", "H", "H", "H", "H", "H", "H", "H", "H", "H", "H", "H", "H", "H", "H", "H", "H", "H", "H", "H", "H", "H", "H", "H", "H", "H", "H", "H", "H", "H", "H", "H", "H", "H", "H", "H", "H", "H", "H", "H", "H", "H", "H", "H", "H", "H", "H", "H", "H", "H", "H", "H", "H", "H", "H", "H", "H", "H", "H", "H", "H", "H", "H", "H", "H", "H", "H", "H"],
  "xyz": [[-0.634, -7.478, 0.474], [-1.826, 6.461, 2.888], [-1.970, -5.952, 1.231], [-1.940, 4.715, 4.045], [-2.070, -7.920, 2.047], [-2.593, 4.632, 1.981], [-1.798, -0.793, 3.097], [-3.552, 1.377, -4.994], [0.763, 4.842, 3.088], [-0.423, -6.549, 3.979], [2.161, -0.053, -6.337], [0.504, -5.389, 2.311], [2.892, 3.289, 0.495], [-3.363, -4.914, 5.468], [-0.628, 0.259, -1.866], [-4.242, 1.378, -0.570], [2.610, 0.151, 2.755], [0.073, 5.163, 1.012], [1.163, 3.314, -4.084], [4.220, 0.753, 0.761], [1.575, 0.678, -3.783], [-1.310, -3.644, 3.953], [-3.307, -0.287, -2.707], [-0.575, 4.707, -0.175], [-2.733, -3.581, 3.491], [-3.552, -4.710, 4.089], [-3.119, 2.168, -6.109], [2.820, -0.793, -5.309], [1.904, 0.446, 3.953], [3.824, -0.544, 2.856], [1.902, -0.771, -4.030], [-2.026, 0.604, 3.140], [-1.604, 5.144, 2.799], [2.893, 0.021, -7.568], [2.471, -4.325, 1.478], [0.197, 0.677, 0.323], [2.148, 3.045, -3.113], [-0.509, -1.214, 3.438], [-0.039, 5.653, -1.243], [1.261, 4.661, -4.626], [4.295, 3.309, 0.678], [-3.549, 0.181, -0.280], [-3.833, -3.866, 6.272], [1.402, -5.378, 1.188], [-3.190, 0.007, -5.141], [-3.698, -0.877, -1.357], [-0.532, -1.685, -0.346], [-0.086, -6.617, 2.666], [-4.054, 2.417, 0.363], [4.827, 2.006, 1.345], [-1.172, -7.015, 1.600], [-0.286, -2.698, 3.308], [-3.790, -0.834, -4.025], [2.171, 3.221, 1.732], [4.467, -0.558, 1.484], [0.073, -0.341, -0.826], [2.704, 1.645, -3.421], [-0.273, 4.574, 2.296], [2.089, -3.331, 1.706], [1.094, 3.181, 1.583], [0.842, 0.648, -3.056], [5.916, 1.991, 1.269], [-0.251, -0.883, 4.453], [4.822, 3.343, -0.277], [1.044, 5.693, -1.130], [3.207, -4.675, 2.202], [-0.343, -3.053, 2.280], [0.668, -2.962, 3.757], [2.161, 0.556, -8.174], [1.495, -0.495, 4.329], [-3.415, -0.374, -6.139], [-3.164, -3.019, 6.453], [4.697, 1.957, 2.426], [3.406, 1.667, -4.252], [2.514, 2.402, 2.361], [4.519, 4.226, 1.225], [-4.519, 2.243, 1.337], [2.302, 4.174, 2.252], [5.549, -0.647, 1.522], [-4.107, -4.318, 7.226], [-4.599, 3.284, -0.012], [0.226, -0.691, 2.814], [3.614, -1.552, 3.220], [-2.098, 0.035, -5.045], [2.414, 0.970, 4.764], [0.445, 4.767, -5.335], [-0.936, -4.581, 3.684], [3.210, 1.164, -2.583], [-4.724, -1.241, -1.410], [0.870, -5.057, 0.291], [3.021, -1.806, -5.661], [0.823, 0.423, 1.183], [3.909, -1.247, 0.850], [-0.855, -2.353, -1.152], [-1.364, 1.090, 2.420], [-3.358, -1.835, -4.013], [1.032, 1.138, -4.517], [4.519, 0.778, -0.211], [-1.251, -3.641, 4.970], [-0.233, 5.283, -2.255], [3.054, -4.266, 0.550], [-3.130, -2.625, 3.830], [-2.480, 1.668, -6.838], [-2.737, -3.567, 2.403], [-4.789, -3.508, 5.869], [-2.295, -0.123, -2.722], [0.270, -2.207, 0.185], [3.023, -0.949, -8.049], [1.172, 5.405, -3.834], [-2.479, 0.358, -0.142], [-0.487, 6.642, -1.157], [-0.745, 1.083, 0.689], [1.946, -6.320, 1.119], [-4.874, -0.920, -3.995], [2.222, 4.776, -5.127], [2.375, -1.087, -3.103], [-2.527, 3.000, -5.724], [-4.636, -4.692, 3.936], [1.072, 1.107, 3.714], [1.073, -0.658, -1.180], [-3.009, 2.728, 0.416], [0.786, 1.481, -0.134], [-1.997, 0.963, 4.169], [-1.665, 4.755, -0.155], [0.943, -1.268, -4.158], [-3.035, -1.715, -1.156], [3.801, 0.614, -7.470], [1.693, 3.061, -2.120], [-1.446, -1.710, 0.256], [3.779, -0.389, -4.975], [-3.717, 0.645, -2.597], [-3.296, -5.606, 3.517], [2.989, 3.741, -3.076], [-3.045, 0.736, 2.778], [-0.156, 3.709, -0.360], [0.708, -7.378, 2.605], [3.202, 0.890, 0.770], [4.522, -0.041, 3.533], [-4.020, 2.580, -6.559], [-3.939, -0.352, 0.593], [-0.357, 3.476, 2.166]],
  "lowdin_charge": [0.14, 0.15, 0.08, 0.11, 0.13, 0.06, -0.19, -0.19, -0.19, -0.18, -0.20, -0.15, -0.19, -0.16, -0.30, -0.17, -0.24, -0.10, -0.20, 0.07, 0.04, 0.10, 0.05, -0.25, -0.10, -0.20, -0.08, -0.19, -0.07, -0.19, -0.06, -0.06, -0.50, -0.07, -0.09, -0.05, -0.20, -0.24, -0.07, -0.05, -0.17, -0.21, -0.11, -0.24, -0.20, -0.07, -0.06, -0.51, -0.09, -0.09, -0.52, -0.07, -0.07, -0.08, -0.05, -0.58, -0.06, -0.52, 0.04, 0.05, 0.10, 0.14, 0.12, 0.12, 0.08, 0.08, 0.10, 0.14, 0.09, 0.07, 0.13, 0.08, 0.12, 0.12, 0.07, 0.14, 0.10, 0.09, 0.14, 0.10, 0.10, 0.08, 0.14, 0.12, 0.12, 0.09, 0.11, 0.12, 0.14, 0.11, 0.13, 0.05, 0.13, 0.07, 0.06, 0.14, 0.16, 0.17, 0.17, 0.05, 0.07, 0.11, 0.09, 0.13, 0.09, 0.11, 0.06, 0.09, 0.07, 0.09, 0.08, 0.05, 0.12, 0.14, 0.09, 0.12, 0.09, 0.13, 0.10, 0.09, 0.08, 0.06, 0.11, 0.11, 0.13, 0.11, 0.09, 0.11, 0.06, 0.11, 0.15, 0.12, 0.13, 0.08, 0.10, 0.14, 0.14, 0.13, 0.09, 0.14, 0.11]
}

{
  "formula": "C2H3InN",
  "method": "ωB97M-V/def2-TZVPD",
  "e_tot_ha": -321.24056,
  "spin_multiplicity": 1,
  "charge": 3,
  "e_above_lowest_kj_mol": 58.3,
  "mol_weight_g_mol": 155.87,
  "e_lumo_ev": -22.28,
  "symbols": ["In", "N", "C", "C", "H", "H", "H"],
  "xyz": [[15.630, -13.770, -9.602], [14.390, -11.361, -8.561], [13.069, -10.018, -6.735], [13.788, -10.735, -7.712], [13.756, -9.154, -6.499], [12.072, -9.704, -7.109], [12.897, -10.530, -5.735]],
  "nbo_charge": [1.84, -0.12, -0.76, 0.69, 0.44, 0.41, 0.51]
}

Please write out number 2 again, unchanged.
{
  "formula": "C2HO4Pr",
  "method": "ωB97M-V/def2-TZVPD",
  "e_tot_ha": -894.57885,
  "spin_multiplicity": 4,
  "charge": 1,
  "s2": 3.75,
  "mol_weight_g_mol": 229.93,
  "e_lumo_ev": [-4.96, -5.02],
  "symbols": ["Pr", "O", "O", "O", "O", "C", "C", "H"],
  "xyz": [[0.458, 1.156, -1.118], [-2.001, 0.919, -0.165], [-0.770, -0.883, -0.289], [1.259, 0.344, 1.495], [0.477, -1.086, 3.134], [-1.904, -0.327, -0.138], [0.816, -0.492, 2.198], [-2.797, -0.970, -0.034]],
  "nbo_charge": [1.84, -0.79, -0.86, -0.64, -0.41, 0.64, 1.07, 0.14]
}